{
  "formula": "C37H36Cl3IrN13O6S",
  "method": "the ωB97M-V functional and the def2-TZVPD basis",
  "species": ["Ir", "C", "C", "C", "C", "C", "N", "C", "C", "C", "C", "C", "C", "C", "N", "C", "C", "C", "N", "C", "C", "N", "C", "C", "C", "N", "H", "H", "H", "H", "H", "H", "H", "H", "H", "H", "H", "H", "H", "H", "H", "H", "H", "H", "N", "N", "C", "N", "N", "N", "O", "O", "H", "H", "H", "H", "H", "Cl", "C", "C", "C", "C", "C", "C", "N", "C", "C", "N", "C", "O", "C", "C", "C", "Cl", "S", "C", "C", "C", "Cl", "C", "H", "H", "H", "H", "H", "H", "H", "H", "H", "H", "H", "H", "H", "O", "N", "O", "O"],
  "coordinates": [[-1.434, -0.277, 0.060], [-2.110, 0.000, -6.591], [-1.971, 0.459, -5.169], [-3.020, 1.106, -4.517], [-2.928, 1.439, -3.184], [-1.778, 1.130, -2.441], [-1.742, 1.359, -1.040], [-2.295, 2.576, -0.687], [-2.136, 3.656, -1.589], [-2.756, 4.867, -1.392], [-3.536, 5.089, -0.258], [-4.249, 6.389, -0.037], [-3.601, 4.070, 0.694], [-2.995, 2.851, 0.491], [-3.117, 1.852, 1.473], [-4.043, 1.736, 2.438], [-3.645, 0.728, 3.288], [-2.450, 0.271, 2.751], [-2.129, 0.949, 1.636], [-0.717, 0.531, -3.116], [-0.810, 0.198, -4.448], [0.494, 0.312, -2.421], [1.744, 0.300, -2.930], [2.604, -0.014, -1.911], [1.784, -0.173, -0.791], [0.509, 0.051, -1.096], [-2.829, 0.606, -7.139], [-2.466, -1.032, -6.601], [-1.155, 0.021, -7.114], [-3.937, 1.312, -5.053], [-3.775, 1.873, -2.675], [-1.500, 3.510, -2.449], [-2.637, 5.653, -2.127], [-4.396, 6.922, -0.974], [-3.667, 7.033, 0.626], [-5.218, 6.231, 0.435], [-4.141, 4.253, 1.615], [-4.916, 2.366, 2.459], [-4.152, 0.381, 4.171], [-1.788, -0.495, 3.112], [0.020, -0.301, -4.934], [1.925, 0.537, -3.964], [3.676, -0.101, -1.956], [2.068, -0.408, 0.216], [-1.647, -2.299, 0.929], [-2.910, -2.733, 1.375], [-4.034, -2.149, 0.864], [-5.174, -2.788, 1.048], [-3.808, -0.963, 0.320], [-4.893, -0.268, -0.189], [-4.612, 0.733, -0.802], [-6.030, -0.651, 0.013], [-1.417, -2.817, 0.074], [-0.991, -2.499, 1.673], [-2.968, -3.720, 1.583], [-5.187, -3.748, 1.349], [-6.020, -2.352, 0.705], [3.702, -5.859, -1.148], [3.870, -4.684, 0.109], [3.869, -3.335, -0.205], [4.009, -2.407, 0.815], [4.146, -2.793, 2.143], [4.260, -1.743, 3.235], [2.921, -1.529, 3.941], [1.967, -0.792, 3.106], [1.923, 0.569, 2.925], [0.882, 0.805, 2.086], [0.288, -0.398, 1.734], [0.984, -1.327, 2.371], [4.632, -0.492, 2.719], [6.011, -0.372, 2.335], [6.099, 0.632, 1.235], [5.868, 1.961, 1.397], [5.529, 2.762, 2.884], [5.947, 2.838, -0.061], [6.295, 1.415, -0.945], [6.341, 0.321, -0.142], [4.145, -4.156, 2.419], [4.303, -4.710, 4.060], [4.010, -5.107, 1.420], [3.769, -3.022, -1.236], [4.046, -1.351, 0.584], [4.960, -2.084, 4.006], [3.067, -0.956, 4.855], [2.489, -2.494, 4.198], [2.637, 1.226, 3.390], [0.527, 1.745, 1.701], [0.834, -2.395, 2.331], [6.399, -1.333, 1.989], [6.583, -0.059, 3.212], [6.469, 1.470, -2.008], [6.574, -0.675, -0.495], [4.021, -6.161, 1.661], [-2.834, -2.138, -3.225], [-2.426, -2.282, -2.114], [-2.719, -3.220, -1.380], [-1.490, -1.435, -1.707]],
  "energy_ha": -4477.134238,
  "charge": 2,
  "multiplicity": 2,
  "gap_ev": [6.225, 5.387]
}